1.
DFT (the ωB97M-V functional and the def2-TZVPD basis) results for an isolated molecule of C4H7NO2.

Energy relative to the best compared isomer or geometry (same formula, charge and spin) ... 205.1 kJ/mol
Gap between HOMO and LUMO ... 10.67 eV
LUMO energy ... 0.6 eV
SMILES ... [H]/N=C(\C)OCC=O
Calculated total energy ... -9845.1544 eV

Positions of all 14 atoms, in Å:
H -1.71 0.19 1.97
N -1.39 0.72 1.15
C -0.20 0.41 0.89
C 0.72 -0.56 1.57
O 0.49 1.06 -0.11
C 0.25 0.76 -1.48
C -0.48 -0.55 -1.73
O -1.61 -0.60 -2.16
H 1.58 0.00 1.96
H 0.23 -1.11 2.38
H 1.12 -1.27 0.83
H -0.32 1.56 -1.96
H 1.25 0.71 -1.93
H 0.09 -1.48 -1.54

These are the Löwdin partial charges, in e, on atoms 1 to 6:
1 H 0.0645
2 N 0.1894
3 C -0.5112
4 C -0.0072
5 O -0.0706
6 C -0.1409

2.
DFT (the ωB97M-V functional and the def2-TZVPD basis) results for an isolated molecule of C4H7NO2.

Energy relative to the best compared isomer or geometry (same formula, charge and spin) ... 43.1 kJ/mol
Gap between HOMO and LUMO ... 11.07 eV
LUMO energy ... 0.8 eV
SMILES ... CC(=O)N(C)C=O
Calculated total energy ... -9846.8334 eV

Positions of all 14 atoms, in Å:
C -0.48 -0.46 -1.87
C 0.49 -0.02 -0.81
O 1.60 0.38 -1.08
N 0.06 0.06 0.53
C 0.78 1.04 1.35
C -0.84 -0.83 1.07
O -1.32 -1.77 0.48
H -0.24 -1.48 -2.19
H -0.33 0.23 -2.70
H -1.52 -0.45 -1.54
H 0.38 1.05 2.37
H 1.85 0.81 1.38
H 0.66 2.02 0.89
H -1.08 -0.59 2.12

These are the Löwdin partial charges, in e, on atoms 1 to 6:
1 C 0.0061
2 C -0.4463
3 O 0.0905
4 N -0.0590
5 C -0.0315
6 C -0.2867

3.
DFT (the ωB97M-V functional and the def2-TZVPD basis) results for a structure of composition C4H7NO2.

Energy relative to the best compared isomer or geometry (same formula, charge and spin) ... 394.9 kJ/mol
Gap between HOMO and LUMO (spin up / spin down) ... 7.98 / 7.98 eV
LUMO energy (spin up / spin down) ... -0.2 / -0.2 eV
Calculated total energy ... -9843.1869 eV

Positions of all 14 atoms, in Å:
O 2.16 -0.62 -0.28
C 1.34 0.50 -0.61
C -0.08 0.31 -0.21
C -0.92 -0.99 1.13
N -0.34 0.21 1.19
C -1.21 0.36 -1.10
O -2.38 0.09 -0.84
H 2.25 -0.62 0.68
H 1.76 1.40 -0.13
H 1.42 0.63 -1.69
H -0.31 -1.81 0.79
H -1.94 -1.17 1.47
H -0.81 0.97 1.68
H -0.94 0.76 -2.10

These are the Löwdin partial charges, in e, on atoms 1 to 6:
1 O -0.0679
2 C -0.2285
3 C -0.2699
4 C 0.0893
5 N -0.0016
6 C -0.2869

4.
DFT (the ωB97M-V functional and the def2-TZVPD basis) results for an isolated molecule of C4H7NO2.

Energy relative to the best compared isomer or geometry (same formula, charge and spin) ... 188.4 kJ/mol
Gap between HOMO and LUMO ... 10.41 eV
LUMO energy ... 0.9 eV
SMILES ... [H]/N=C(\C)OCC=O
Calculated total energy ... -9845.3273 eV

Positions of all 14 atoms, in Å:
H -2.12 -0.49 -0.29
N -1.18 -0.30 -0.12
C -0.04 -0.63 -0.51
C 0.51 -1.49 -1.63
O 0.96 -0.05 0.22
C 0.45 0.63 1.37
C -0.38 1.85 1.01
O -1.14 2.39 1.78
H 1.38 -2.06 -1.28
H -0.25 -2.18 -2.00
H 0.84 -0.85 -2.45
H -0.18 -0.03 1.97
H 1.33 0.93 1.94
H -0.19 2.27 0.00

These are the Löwdin partial charges, in e, on atoms 1 to 6:
1 H 0.0690
2 N 0.1758
3 C -0.4609
4 C 0.0069
5 O -0.0538
6 C -0.1620

5.
DFT (the ωB97M-V functional and the def2-TZVPD basis) results for an isolated molecule of C4H7NO2.

Energy relative to the best compared isomer or geometry (same formula, charge and spin) ... 252.1 kJ/mol
Gap between HOMO and LUMO ... 10.38 eV
LUMO energy ... 0.9 eV
SMILES ... NC(=O)C[C@H]1CO1
Calculated total energy ... -9844.6667 eV

Positions of all 14 atoms, in Å:
N -1.12 0.81 -1.90
C -0.91 0.16 -0.72
O -0.89 -1.06 -0.70
C -0.52 0.85 0.54
C 0.50 -0.27 1.16
C 1.54 -1.21 0.62
O 1.87 0.04 1.22
H -1.13 0.19 -2.70
H -1.36 1.77 -2.01
H -1.36 0.87 1.26
H -0.28 1.94 0.41
H 0.03 -0.67 2.05
H 1.76 -1.36 -0.44
H 1.89 -2.06 1.23

These are the Löwdin partial charges, in e, on atoms 1 to 6:
1 N 0.1629
2 C -0.5652
3 O 0.0243
4 C -0.0107
5 C -0.2589
6 C -0.1010

6.
DFT (the ωB97M-V functional and the def2-TZVPD basis) results for an isolated molecule of C4H7NO2.

Energy relative to the best compared isomer or geometry (same formula, charge and spin) ... 227.7 kJ/mol
Gap between HOMO and LUMO ... 10.50 eV
LUMO energy ... 0.9 eV
SMILES ... O=CN1CC(O)C1
Calculated total energy ... -9844.9195 eV

Positions of all 14 atoms, in Å:
O 1.33 1.59 -1.10
C 1.34 0.41 -0.79
N 0.95 -0.04 0.47
C 0.05 -1.23 0.48
C -1.06 -0.23 0.13
O -0.92 -0.12 -1.29
C -0.21 0.77 0.93
H 1.75 -0.38 -1.43
H 0.03 -1.67 1.48
H 0.23 -2.00 -0.28
H -2.11 -0.37 0.34
H -0.90 0.79 -1.62
H -0.31 0.67 2.02
H -0.17 1.82 0.66

These are the Löwdin partial charges, in e, on atoms 1 to 6:
1 O 0.0172
2 C -0.3459
3 N -0.0467
4 C -0.0783
5 C -0.2869
6 O -0.0467

7.
DFT (the ωB97M-V functional and the def2-TZVPD basis) results for a structure of composition C4H7NO2.

Energy relative to the best compared isomer or geometry (same formula, charge and spin) ... 480.0 kJ/mol
Gap between HOMO and LUMO ... 9.94 eV
LUMO energy ... 0.6 eV
Calculated total energy ... -9842.3050 eV

Positions of all 14 atoms, in Å:
C -0.41 0.34 1.84
N 0.28 0.84 0.63
C 0.91 -0.47 -0.35
O 1.81 0.17 -1.14
O 1.09 -1.54 0.16
H 2.34 -0.52 -1.57
H 1.11 1.41 0.83
H 0.31 -0.07 2.54
H -1.01 1.14 2.27
H -1.08 -0.46 1.52
C -0.77 -0.39 -1.47
C -1.67 -0.66 -2.24
H -2.50 -0.82 -2.89
H -0.43 1.03 -0.13

These are the Löwdin partial charges, in e, on atoms 1 to 6:
1 C -0.0572
2 N 0.0224
3 C -0.6404
4 O 0.0514
5 O 0.0615
6 H 0.1334

8.
DFT (the ωB97M-V functional and the def2-TZVPD basis) results for an isolated molecule of C4H7NO2.

Energy relative to the best compared isomer or geometry (same formula, charge and spin) ... 211.5 kJ/mol
Gap between HOMO and LUMO ... 10.63 eV
LUMO energy ... 0.5 eV
SMILES ... [H]/N=C(\C)OCC=O
Calculated total energy ... -9845.0878 eV

Positions of all 14 atoms, in Å:
H 1.59 -2.11 -0.04
N 1.60 -1.18 0.36
C 0.90 -0.40 -0.34
C 0.11 -0.69 -1.59
O 0.85 0.93 -0.01
C -0.14 1.39 0.90
C -1.19 0.36 1.30
O -1.14 -0.28 2.32
H 0.52 -0.10 -2.41
H 0.14 -1.75 -1.85
H -0.93 -0.39 -1.47
H 0.36 1.75 1.81
H -0.64 2.23 0.41
H -2.04 0.24 0.60

These are the Löwdin partial charges, in e, on atoms 1 to 6:
1 H 0.0633
2 N 0.1923
3 C -0.5110
4 C -0.0040
5 O -0.0672
6 C -0.1390

Question: What is the energy relative to the best compared isomer or geometry (same formula, charge and spin) in the sixth record?
Answer: 227.7 kJ/mol